No. 1
Computed, not measured: a structure of composition C12H8AgI2NO4STe, with wB97M-V/def2-TZVPD.

Values from the calculation:
* E: -60584.93352 eV
* total charge: -2
* 2S+1: 1
* energy relative to the best compared isomer or geometry (same formula, charge and spin): 0.000 eV
* HOMO: -1.2 eV
* E_LUMO: 4.1 eV

Last column: Löwdin charge in e.
Geometry (Å):
Ag1 1.044 -0.765 1.395  0.496
O1 3.874 -4.115 2.337  -0.056
C1 3.251 -3.144 1.866  -0.678
O2 3.005 -2.033 2.395  -0.149
C2 2.735 -3.326 0.419  -0.185
C3 3.211 -4.358 -0.379  -0.030
C4 2.757 -4.450 -1.686  -0.080
C5 1.845 -3.521 -2.157  -0.025
C6 1.404 -2.522 -1.295  -0.177
N1 1.846 -2.449 -0.045  0.095
C7 0.408 -1.440 -1.786  -0.663
O3 0.042 -1.559 -2.968  -0.040
O4 0.097 -0.563 -0.942  -0.272
H1 3.918 -5.051 0.054  0.101
H2 3.117 -5.242 -2.335  0.090
H3 1.457 -3.528 -3.166  0.102
I1 -0.932 1.770 1.440  0.555
C8 -0.428 1.708 3.646  -1.141
I2 0.495 -0.144 4.115  0.708
H4 -1.337 1.781 4.236  -0.076
H5 0.287 2.483 3.915  -0.071
Te1 -1.578 1.781 -1.467  0.602
C9 -2.809 3.533 -1.314  -1.060
C10 -3.516 3.992 -0.231  -0.311
C11 -4.230 5.194 -0.474  -0.249
C12 -4.072 5.655 -1.747  -0.491
S1 -3.039 4.608 -2.635  0.844
H6 -3.511 3.471 0.717  0.046
H7 -4.836 5.692 0.274  0.081
H8 -4.507 6.543 -2.181  0.036

---

No. 2
Computed, not measured: a structure of composition C12H8ClN2S2TeTl, with wB97M-V/def2-TZVPD.

Values from the calculation:
* E: -61731.62333 eV
* 2S+1: 1
* energy relative to the best compared isomer or geometry (same formula, charge and spin): 0.562 eV
* HOMO (spin up / spin down): -8.2 / -9.0 eV
* E_LUMO (spin up / spin down): -3.6 / -2.5 eV

Last column: Löwdin charge in e.
Geometry (Å):
Tl1 1.344 -0.496 -3.398  0.395
S1 1.095 -3.182 -4.560  0.607
C1 0.179 -4.007 -3.418  -0.770
C2 -0.500 -5.178 -3.884  -0.288
N1 -1.015 -6.132 -4.270  0.188
C3 0.046 -3.679 -2.049  -0.764
S2 0.823 -2.426 -1.244  0.597
C4 -0.815 -4.495 -1.248  -0.288
N2 -1.502 -5.128 -0.577  0.185
C5 1.060 2.904 -0.116  -0.378
Te1 -0.330 1.960 -1.513  1.323
C6 -0.722 0.699 0.168  -0.398
C7 -0.315 1.465 1.392  -0.286
C8 -0.789 1.115 2.651  -0.030
C9 -0.400 1.836 3.769  -0.073
C10 0.459 2.917 3.634  -0.075
C11 0.932 3.273 2.381  -0.040
C12 0.555 2.548 1.256  -0.297
H1 1.080 3.980 -0.284  0.060
H2 2.071 2.524 -0.280  0.068
H3 -0.142 -0.214 0.027  0.010
H4 -1.774 0.423 0.162  0.069
H5 -1.462 0.273 2.753  0.121
H6 -0.778 1.560 4.745  0.107
H7 0.756 3.488 4.504  0.106
H8 1.597 4.121 2.270  0.116
Cl1 -1.449 -0.149 -2.872  -0.266

---

No. 3
Computed, not measured: a structure of composition C12H8F5N3O3PdTe at a distorted geometry, with wB97M-V/def2-TZVPD.

Values from the calculation:
* E: -47550.18191 eV
* total charge: -2
* 2S+1: 1
* HOMO: -1.7 eV
* E_LUMO: 4.5 eV

Last column: Löwdin charge in e.
Geometry (Å):
Pd1 -8.326 3.084 8.653  0.940
O1 -8.077 0.003 11.424  0.080
C1 -8.743 0.771 10.723  -0.393
N1 -8.438 2.111 10.504  0.021
C2 -8.457 2.876 11.603  -0.492
O2 -8.795 2.510 12.745  -0.004
C3 -7.983 4.259 11.306  -0.151
C4 -7.726 5.162 12.312  -0.003
C5 -7.152 6.406 11.945  -0.080
C6 -6.973 6.683 10.617  -0.110
C7 -7.263 5.763 9.631  -0.108
N2 -7.745 4.555 9.968  -0.016
C8 -9.980 0.307 10.015  -0.266
C9 -10.103 -0.988 9.562  -0.025
C10 -11.301 -1.300 8.997  -0.077
C11 -12.390 -0.432 9.104  -0.086
C12 -12.156 0.794 9.677  -0.142
N3 -10.947 1.148 10.130  0.135
H1 -7.813 4.838 13.336  0.107
H2 -6.803 7.151 12.687  0.103
H3 -6.507 7.604 10.344  0.084
H4 -7.110 5.986 8.550  0.120
H5 -9.274 -1.665 9.533  0.112
H6 -11.506 -2.294 8.551  0.109
H7 -13.336 -0.761 8.656  0.090
H8 -12.862 1.594 9.770  0.086
F1 -8.416 4.319 7.153  -0.637
Te1 -7.706 0.655 6.497  1.731
F2 -8.338 -0.787 7.501  -0.467
F3 -6.968 -0.841 5.403  -0.629
F4 -9.326 0.235 5.447  -0.585
F5 -6.247 0.505 7.852  -0.616
O3 -8.980 1.553 7.695  -0.832

---

No. 4
Computed, not measured: the molecule C12H8S2 at a distorted geometry, with wB97M-V/def2-TZVPD.

Values from the calculation:
* E: -34240.61714 eV
* 2S+1: 1
* energy relative to the best compared isomer or geometry (same formula, charge and spin): 0.738 eV
* HOMO: -8.0 eV
* E_LUMO: 0.3 eV
* SMILES: c1ccc2c(c1)Sc1ccccc1S2

Last column: Löwdin charge in e.
Geometry (Å):
C1 -1.286 -0.735 -0.263  -0.571
C2 -2.617 -0.540 -0.656  -0.116
C3 -2.901 -1.054 -1.996  -0.094
C4 -1.875 -1.504 -2.933  -0.119
C5 -0.547 -1.423 -2.593  -0.128
C6 -0.178 -0.983 -1.240  -0.505
C7 1.498 -0.063 0.709  -0.572
C8 2.589 0.722 0.713  -0.123
C9 2.806 1.634 1.881  -0.108
C10 1.766 1.956 2.730  -0.123
C11 0.532 1.120 2.732  -0.085
C12 0.547 0.139 1.711  -0.509
H1 -3.500 -0.014 0.041  0.167
H2 -3.971 -1.109 -2.350  0.098
H3 -2.228 -2.000 -4.007  0.158
H4 0.156 -1.617 -3.348  0.079
H5 3.310 0.869 -0.130  0.114
H6 3.864 2.171 1.813  0.133
H7 2.018 2.912 3.506  0.158
H8 -0.561 1.636 2.961  0.163
S1 -0.879 -0.944 1.418  0.966
S2 1.454 -1.174 -0.700  1.017

---

No. 5
Computed, not measured: a cluster of 2 separate species, C12H9BF5IN3O9P in total at a distorted geometry, with wB97M-V/def2-TZVPD.

Values from the calculation:
* E: -67144.32252 eV
* 2S+1: 1
* HOMO: -8.4 eV
* E_LUMO: -3.6 eV

Last column: Löwdin charge in e.
Geometry (Å):
C1 5.649 1.081 1.091  -0.080
N1 5.973 1.026 -0.345  -0.097
C2 5.521 -0.168 -1.010  -0.200
C3 4.007 -0.342 -0.987  -0.202
C4 3.249 0.714 -1.515  0.058
C5 1.918 0.572 -1.540  0.086
C6 1.377 -0.613 -1.036  -0.125
C7 -0.138 -0.785 -1.096  -0.405
F1 -0.523 -0.434 -2.339  0.158
F2 -0.467 -2.056 -0.894  0.183
C8 -0.864 0.121 -0.064  -0.547
F3 -0.997 1.340 -0.600  0.183
F4 -2.070 -0.378 0.165  0.222
F5 -0.175 0.194 1.073  0.186
N2 2.048 -1.588 -0.515  0.182
N3 3.385 -1.399 -0.513  -0.201
P1 4.340 -2.797 0.257  0.526
O1 3.298 -3.261 1.379  -0.346
I1 4.016 -4.454 -1.480  0.515
H1 5.496 0.069 1.448  0.068
H2 4.774 1.697 1.267  0.082
H3 6.493 1.476 1.637  0.081
H4 5.695 1.860 -0.834  0.101
H5 5.782 -0.078 -2.060  0.140
H6 6.076 -1.010 -0.623  0.082
H7 3.734 1.589 -1.898  0.138
H8 1.261 1.328 -1.930  0.148
H9 3.160 -2.561 2.031  0.071
B1 -6.320 0.678 0.841  -0.871
O2 -7.756 0.992 0.960  0.230
C9 -7.889 2.212 1.472  -0.395
O3 -8.922 2.768 1.696  0.152
C10 -6.489 2.779 1.722  -0.397
O4 -6.232 3.856 2.175  0.144
O5 -5.600 1.866 1.346  0.220
O6 -5.961 -0.533 1.614  0.230
C11 -5.439 -1.429 0.791  -0.408
O7 -5.031 -2.513 1.098  0.137
C12 -5.430 -0.834 -0.619  -0.410
O8 -5.010 -1.369 -1.606  0.132
O9 -5.942 0.385 -0.561  0.229

---

No. 6
Computed, not measured: a structure of composition C12H9F6PS3Sc, with wB97M-V/def2-TZVPD.

Values from the calculation:
* E: -91399.58661 eV
* 2S+1: 2
* energy relative to the best compared isomer or geometry (same formula, charge and spin): 0.000 eV
* HOMO (spin up / spin down): -8.5 / -8.7 eV
* E_LUMO (spin up / spin down): -0.2 / -3.0 eV
* <S²>: 0.7689

Last column: Löwdin charge in e.
Geometry (Å):
Sc1 -0.563 0.506 -0.190  0.507
S1 -1.409 0.616 2.257  0.811
C1 -1.044 2.201 2.725  -0.654
C2 -1.209 2.536 4.104  -0.120
C3 -0.967 3.795 4.556  -0.071
C4 -0.546 4.802 3.657  -0.062
C5 -0.374 4.528 2.332  -0.124
C6 -0.612 3.230 1.813  -0.660
S2 -0.402 3.000 0.130  0.718
H1 -1.529 1.752 4.777  0.101
H2 -1.093 4.031 5.604  0.109
H3 -0.356 5.801 4.029  0.110
H4 -0.050 5.297 1.644  0.102
F1 0.389 -1.439 0.053  -0.237
P1 2.018 -0.874 -0.085  0.216
F2 1.498 0.291 0.976  -0.207
F3 3.415 -0.184 -0.233  -0.064
F4 2.276 -1.949 -1.194  -0.068
F5 1.352 0.159 -1.248  -0.226
F6 2.432 -1.813 1.098  -0.068
S3 -1.721 0.362 -2.274  0.644
C7 -2.910 0.202 -0.966  -0.772
C8 -3.083 -1.030 -0.319  -0.153
C9 -3.959 -1.151 0.755  -0.091
C10 -4.659 -0.046 1.208  -0.091
C11 -4.481 1.187 0.590  -0.075
C12 -3.612 1.318 -0.480  -0.131
H5 -2.550 -1.896 -0.694  0.112
H6 -4.086 -2.112 1.236  0.114
H7 -5.333 -0.140 2.049  0.110
H8 -5.015 2.058 0.948  0.114
H9 -3.470 2.277 -0.960  0.107